Molecular formula: C78H70F8O10
Method: DFT, ωB97M-V/def2-TZVPD

The HOMO energy is -8.0 eV. The calculation puts the calculated total energy at -124231.4407 eV. The value obtained for the gap between HOMO and LUMO is 0.3088 hartree.

```
! wB97M-V def2-TZVPD RIJCOSX def2/J DEFGRID3
* xyz 0 1
F 8.72709 -1.32357 2.95144
C 7.71842 -0.46619 2.72342
C 7.98754 0.81316 2.31496
C 6.99680 1.74650 1.99031
C 5.67850 1.31404 2.11363
C 5.35854 0.03365 2.46159
C 6.40033 -0.86608 2.85799
H 9.04754 0.98515 2.19994
H 7.20648 2.75649 1.67037
H 4.81608 1.93854 1.93305
H 4.32094 -0.26431 2.43002
H 6.09823 -1.87373 3.10250
F -3.28002 5.92043 1.95437
C -2.84632 5.07252 0.94819
C -3.24448 3.73832 0.95871
C -2.72170 2.74991 0.09544
C -1.86973 3.24839 -0.98580
C -1.52133 4.61687 -0.99447
C -1.99385 5.51450 -0.01814
H -3.98844 3.51242 1.70831
H -2.97231 1.70153 0.16251
H -1.36557 2.60215 -1.68908
H -0.94053 5.00908 -1.81619
H -1.86024 6.58449 -0.07872
F 3.82399 -2.83874 8.42419
C 2.84067 -2.39624 7.65243
C 1.48601 -2.82313 7.93486
C 0.43287 -2.28767 7.20090
C 0.78091 -1.38738 6.22442
C 2.05973 -0.99115 5.91463
C 3.07985 -1.51663 6.64597
H 1.25469 -3.27195 8.88957
H -0.56538 -2.65638 7.38519
H 0.00984 -0.98360 5.58503
H 2.27947 -0.32965 5.08968
H 4.09824 -1.22381 6.43733
F 2.01019 3.95920 3.52310
C 0.92599 3.26892 3.96567
C 0.78782 3.09592 5.32877
C -0.17497 2.25092 5.91922
C -0.97102 1.48492 5.11231
C -0.82115 1.55662 3.68524
C 0.13014 2.48358 3.16145
H 1.39431 3.73607 5.95230
H -0.09250 2.08357 6.98298
H -1.63572 0.69675 5.43379
H -1.22249 0.82047 3.00449
H 0.43193 2.52425 2.12527
F -1.72714 2.61137 -3.95183
C -2.18101 3.33220 -4.96890
C -2.51052 2.71014 -6.19274
C -2.93457 3.49644 -7.24249
C -2.97579 4.88364 -7.10564
C -2.68831 5.54157 -5.91087
C -2.34423 4.69808 -4.81515
H -2.31235 1.65255 -6.28575
H -3.08798 3.15633 -8.25600
H -3.21368 5.42865 -8.00718
H -2.68589 6.60420 -5.71801
H -2.24722 5.07371 -3.80723
F -4.09774 -4.44796 1.55690
C -4.44339 -3.18848 1.84812
C -3.89782 -2.16664 1.16264
C -4.29502 -0.85555 1.35884
C -5.16001 -0.54210 2.38763
C -5.70188 -1.55506 3.12762
C -5.38854 -2.91244 2.78579
H -3.08478 -2.32730 0.47015
H -3.81977 -0.09268 0.76003
H -5.49382 0.47495 2.53109
H -6.24297 -1.25687 4.01346
H -5.82632 -3.69607 3.38634
F 2.08385 5.35305 -3.39067
C 2.38786 5.12298 -2.08715
C 3.14822 4.08881 -1.71926
C 3.43473 3.85735 -0.38142
C 2.95292 4.81667 0.52401
C 2.25695 5.96514 0.16259
C 1.90179 6.11587 -1.16590
H 3.39617 3.28500 -2.39662
H 4.03243 2.98619 -0.15732
H 3.24931 4.57980 1.53517
H 2.06571 6.73449 0.89603
H 1.37009 6.95191 -1.59570
F -3.20349 -1.35942 -2.05955
C -4.18587 -0.45582 -2.20110
C -5.49958 -0.85462 -1.81031
C -6.58764 -0.01482 -1.90989
C -6.39965 1.30277 -2.28800
C -5.05432 1.77847 -2.52493
C -3.96857 0.86159 -2.49666
H -5.72121 -1.90494 -1.69157
H -7.58313 -0.43335 -1.92499
H -7.24007 1.97356 -2.38862
H -4.74126 2.75893 -2.85218
H -2.96645 1.20900 -2.70029
C 1.75779 -4.72164 -0.22595
C 1.61031 -4.30497 1.12737
C 2.56974 -4.58068 2.02955
C 3.71939 -5.20762 1.68579
C 3.95847 -5.56638 0.36011
C 2.92775 -5.34181 -0.57495
O 2.97781 -5.93196 -1.78442
O 2.51973 -4.18662 3.26432
H 0.91849 -4.55307 -0.88441
H 0.76213 -3.69234 1.39511
H 4.40337 -5.46937 2.47954
H 4.71525 -6.25477 0.01398
H 2.38069 -5.37991 -2.29460
H 3.15701 -4.57314 3.86936
C 0.40236 0.45415 -7.19509
C 0.52184 0.85275 -5.86639
C 1.13271 2.08019 -5.65832
C 1.53161 2.88509 -6.73676
C 1.54070 2.39060 -8.01779
C 0.98089 1.17457 -8.22052
O 0.72784 0.76262 -9.49649
O 1.08092 2.52692 -4.42453
H -0.19896 -0.39809 -7.47528
H -0.02089 0.32571 -5.09562
H 2.03196 3.81619 -6.51517
H 1.91210 3.02859 -8.80609
H 0.59400 1.54874 -10.03101
H 1.55083 3.34929 -4.26806
C -1.81728 -2.83096 4.32021
C -2.93084 -3.50169 4.83349
C -2.94218 -4.79475 5.26738
C -1.73564 -5.54862 5.09425
C -0.59515 -4.85039 4.54951
C -0.62585 -3.50950 4.14218
O 0.41330 -2.84240 3.70770
O -4.12063 -5.39576 5.73818
H -1.76183 -1.79252 4.02873
H -3.82406 -2.90948 4.96711
H -1.59021 -6.55445 5.45969
H 0.32836 -5.38822 4.39373
H 1.02670 -3.54805 3.49004
H -4.10169 -6.32983 5.51738
C 2.03470 0.18652 0.50125
C 1.44501 0.49711 -0.76756
C 0.14513 0.10615 -1.21975
C -0.66820 -0.46104 -0.27383
C -0.16516 -0.78423 1.01213
C 1.17001 -0.49550 1.31786
O 1.57034 -0.81174 2.52073
O -0.31346 0.42041 -2.46078
H 3.05849 0.48986 0.66319
H 2.08257 0.85760 -1.56126
H -1.70644 -0.61604 -0.52767
H -0.85138 -1.26793 1.69151
H 0.93049 -1.40533 2.92053
H -0.03283 1.29524 -2.73920
C 0.09228 -2.75588 -3.25639
C 1.41403 -3.21460 -3.30669
C 1.80477 -3.86388 -4.44833
C 1.08113 -3.67803 -5.65978
C -0.16798 -3.13780 -5.66596
C -0.66339 -2.62824 -4.44905
O -1.85369 -2.05637 -4.50323
O 2.95559 -4.61718 -4.44188
H -0.30714 -2.32709 -2.34919
H 2.06965 -3.18195 -2.44908
H 1.43397 -4.17908 -6.54908
H -0.71152 -3.18799 -6.59786
H -2.23579 -1.85541 -3.64579
H 3.63617 -4.22398 -4.99306
*
```



Molecular formula: C34H64F12LiO27P2
Method: DFT, ωB97M-V/def2-TZVPD

The HOMO energy is -8.9 eV. The calculation puts the calculated total energy at -142990.9501 eV. The value obtained for the gap between HOMO and LUMO is 0.3974 hartree.

```
! wB97M-V def2-TZVPD RIJCOSX def2/J DEFGRID3
* xyz -1 1
Li 5.93505 -0.45854 -19.31054
P 4.65930 1.82216 -19.94418
F 4.31821 0.24318 -19.98020
F 3.19175 2.17052 -19.40371
F 5.12422 1.55172 -18.38042
F 5.10265 3.37126 -19.82566
F 6.19168 1.43944 -20.37823
F 4.24618 2.06315 -21.45034
P 4.73941 -2.89299 -18.29143
F 3.24205 -2.70983 -17.75725
F 5.22272 -3.49864 -16.87888
F 4.41060 -4.38070 -18.82614
F 6.20978 -3.01370 -18.99466
F 4.25048 -2.28537 -19.72040
F 5.20112 -1.41552 -17.68441
C 9.06860 1.08161 -22.13606
C 8.03218 0.90092 -23.27407
O 8.56502 1.67268 -24.34612
C 9.79053 2.16494 -24.02662
O 10.43294 2.86239 -24.73317
O 10.18769 1.71130 -22.81959
H 9.54886 0.19315 -21.73083
H 8.73500 1.71965 -21.32088
H 7.07149 1.30003 -22.95463
H 7.93622 -0.13897 -23.58483
C 4.27212 4.75702 -16.80022
C 3.28548 4.09459 -15.82676
O 4.10013 3.43230 -14.87808
C 5.38992 3.81525 -15.04334
O 6.26803 3.51036 -14.32072
O 5.50916 4.63219 -16.10024
H 4.00744 5.78244 -17.04143
H 4.28661 4.19135 -17.73141
H 2.64743 3.35227 -16.30122
H 2.60385 4.81895 -15.37397
C -0.57048 8.46084 -16.41732
C 0.59309 8.16182 -17.33950
O 0.96409 6.76093 -17.27669
C 0.35681 5.95837 -18.11087
O -0.59093 6.24069 -18.79044
O 0.93064 4.79372 -18.01431
C 0.39876 3.67590 -18.75294
H -0.50823 9.46568 -15.99640
H -0.63601 7.76647 -15.58361
H -1.50092 8.39813 -16.98475
H 1.50685 8.68829 -17.05729
H 0.42208 8.42247 -18.38572
H -0.68517 3.68359 -18.83163
H 0.74899 2.79151 -18.23006
H 0.85719 3.67168 -19.74235
C 2.60713 0.05246 -16.11717
C 1.32154 0.69069 -15.65686
O 1.30989 0.69069 -14.20694
C 0.34962 0.16944 -13.48724
O 0.41401 0.09500 -12.30364
O -0.68036 -0.27742 -14.22921
C -1.79401 -0.77951 -13.48994
H 2.80766 0.24091 -17.17822
H 2.58031 -1.02943 -16.01245
H 3.48889 0.45664 -15.61892
H 0.47129 0.10269 -15.98947
H 1.21032 1.71779 -16.00236
H -2.35532 0.04034 -13.04046
H -1.44517 -1.42795 -12.68754
H -2.40862 -1.32349 -14.19710
C 6.28196 0.19776 -28.68387
C 5.53302 1.49426 -28.87023
O 5.85681 2.45323 -27.84927
C 5.00701 2.60734 -26.82123
O 4.05710 1.94110 -26.60009
O 5.38036 3.70008 -26.15419
C 4.66301 4.10402 -25.00331
H 6.12532 -0.39463 -29.59652
H 6.01032 -0.36341 -27.80252
H 7.36296 0.36737 -28.74651
H 4.46584 1.28101 -28.92030
H 5.86661 1.99217 -29.77831
H 4.23324 3.28380 -24.43939
H 3.94086 4.86164 -25.29820
H 5.37713 4.55716 -24.31143
C 9.34940 -4.27199 -21.65244
C 8.60706 -2.98950 -21.38564
O 7.58750 -2.84652 -22.38308
C 6.60679 -2.01413 -22.04351
O 6.63390 -1.24692 -21.12560
O 5.60303 -2.20017 -22.85722
C 4.41914 -1.50438 -22.53942
H 8.77311 -5.19181 -21.56089
H 10.18626 -4.36058 -20.95341
H 9.79111 -4.26989 -22.65532
H 9.30090 -2.15701 -21.49081
H 8.17110 -3.07034 -20.39527
H 3.79315 -2.08032 -21.86410
H 3.88899 -1.31562 -23.46605
H 4.63759 -0.53512 -22.09953
C 13.30878 5.08094 -19.44533
C 11.96947 5.18498 -20.12888
O 10.95296 5.19540 -19.10623
C 9.71811 4.90760 -19.53439
O 9.39649 4.27777 -20.49271
O 8.86714 5.42125 -18.63487
C 7.48492 5.29307 -18.90126
H 14.11152 5.32530 -20.14577
H 13.49149 4.10964 -18.99114
H 13.42901 5.81965 -18.64479
H 11.82923 4.31051 -20.76320
H 11.85804 6.10354 -20.70082
H 6.99736 5.42841 -17.93923
H 7.12456 4.39373 -19.39018
H 7.10840 6.11702 -19.52312
C 8.33683 -3.18881 -16.55545
C 9.31058 -2.66960 -17.60735
O 9.65269 -1.28314 -17.36121
C 8.79332 -0.38688 -17.74811
O 7.74730 -0.63467 -18.28476
O 9.24303 0.81031 -17.42156
C 8.45183 1.95170 -17.77319
H 8.84937 -3.37806 -15.61173
H 7.87294 -4.11064 -16.91153
H 7.52475 -2.48871 -16.37855
H 8.85114 -2.78386 -18.58440
H 10.26406 -3.17907 -17.52131
H 9.12260 2.78852 -17.60779
H 7.62075 2.08165 -17.07297
H 7.99720 1.91771 -18.75976
C 2.91567 5.29490 -21.28536
C 1.84423 5.29142 -22.37393
O 1.90022 4.16742 -23.22832
C 1.13721 4.10548 -24.31510
O 1.10644 3.17469 -25.04928
O 0.45571 5.25514 -24.51384
C -0.51674 5.22777 -25.52224
H 2.80465 6.26425 -20.78409
H 3.91296 5.31855 -21.71313
H 2.75547 4.53951 -20.51975
H 2.05089 6.17589 -22.98707
H 0.85565 5.45516 -21.94217
H -0.71789 6.26938 -25.78201
H -1.47637 4.85735 -25.14889
H -0.19607 4.66718 -26.39378
*
```



Molecular formula: C7H19ClN3OP
Method: DFT, ωB97M-V/def2-TZVPD

The value obtained for the energy relative to the best compared isomer or geometry (same formula, charge and spin) is 0.0000 eV. The HOMO energy (spin up / spin down) is -5.3 / -9.6 eV. The calculation puts the calculated total energy at -35892.6040 eV. The value obtained for the gap between HOMO and LUMO (spin up / spin down) is 0.2278 / 0.2941 hartree.

```
! wB97M-V def2-TZVPD RIJCOSX def2/J DEFGRID3
* xyz 0 3
C 1.23932 -2.28836 -1.24546
C -1.44163 -1.34400 2.06182
C -2.84566 1.58446 -0.51470
C 2.69106 -1.73376 -1.17154
C -1.13311 0.12124 1.67671
C -1.98950 0.35592 -0.60439
C 2.70607 -0.15211 -1.13547
N 0.42871 2.66963 0.85044
N -0.86316 0.32624 0.25987
N 1.99893 0.49704 -0.03571
O 0.36849 1.81903 -1.61096
P 0.37229 1.37486 -0.22264
Cl 2.34106 -0.08889 1.59073
H 0.85066 -2.19343 -2.30256
H 1.09671 -3.39546 -1.00900
H 0.58621 -1.77935 -0.58737
H -2.44924 -1.66079 2.24605
H -0.97399 -1.91616 1.34320
H -0.96473 -1.49478 3.07325
H -2.90345 2.21213 0.39535
H -2.75654 2.42373 -1.29807
H -3.83784 1.29996 -0.63003
H 3.24516 -1.87407 -2.11924
H 3.29004 -2.10375 -0.34324
H -1.80509 0.83412 2.20934
H -0.11015 0.31550 1.98605
H -2.53169 -0.47682 -0.27045
H -1.66020 0.33195 -1.62613
H 3.65681 0.21355 -1.24416
H 2.08201 0.14500 -1.95975
H 0.52938 3.61436 0.46307
H 0.78308 2.36301 1.77497
*
```